Density functional theory data (ωB97M-V with the def2-TZVPD basis set) for C16H43Be2N3O11 as an isolated structure in a non-equilibrium geometry.

Each line ends with the Mulliken charge.
Geometry (Å):
Be -33.7928 11.1461 28.3551  1.00
Be -33.1118 15.1012 30.8042  1.01
O -36.9812 13.2563 31.1717  -0.45
C -36.4469 14.0973 30.2739  0.56
O -36.7413 14.0798 29.0679  -0.61
O -35.6013 14.9239 30.7406  -0.46
H -36.4253 13.5337 31.9221  0.31
O -33.8120 10.8631 32.7472  -0.60
C -34.0997 11.8787 31.8887  0.57
O -33.8089 13.0535 32.1500  0.14
O -34.4214 11.4343 30.7385  -0.43
H -34.2583 10.1984 32.1956  -0.07
C -32.2744 7.0868 30.5292  -1.57
C -32.3526 8.5748 30.3129  0.97
C -31.2489 9.0694 29.3468  -1.10
O -31.3215 10.5064 29.0066  -0.26
C -30.7321 11.3002 30.0026  -0.45
N -33.7144 8.8293 29.6999  -0.29
H -31.2256 6.9194 30.7942  0.41
H -32.5230 6.4561 29.6775  0.43
H -32.8659 6.8176 31.4034  0.40
H -32.2904 9.1099 31.2601  0.24
H -31.4363 8.5256 28.4227  0.41
H -30.2875 8.8474 29.8070  0.41
H -29.6844 11.0842 30.2215  0.43
H -31.2491 11.2352 30.9665  0.22
H -30.8651 12.3336 29.6836  -0.08
H -34.2810 8.9169 30.5403  0.04
H -34.0818 8.0357 29.1867  0.34
C -34.1646 17.5786 34.7029  -1.50
C -34.0697 17.0224 33.2814  0.30
C -33.9124 17.9896 32.1182  -0.81
O -33.9965 17.3359 30.8804  0.01
C -34.1931 18.3462 29.8834  -1.04
N -32.9741 15.9996 33.1279  -0.23
H -33.3005 18.1639 35.0162  0.40
H -34.3993 16.7683 35.3915  0.31
H -35.0652 18.1967 34.6922  0.45
H -34.9795 16.4194 33.2300  0.14
H -32.9552 18.4710 32.3443  0.33
H -34.7316 18.7050 32.2112  0.41
H -35.2091 18.7318 29.8151  0.35
H -33.9237 17.8827 28.9331  0.27
H -33.5077 19.1933 29.9603  0.41
H -32.1578 16.3997 33.5809  0.32
H -33.3405 15.2754 33.7379  0.25
C -29.0669 16.5691 29.1553  -1.48
C -30.1424 15.7376 29.7802  -0.02
C -29.9273 15.0425 31.1305  -0.87
O -31.0445 14.2520 31.5163  0.45
C -30.7801 13.7123 32.8124  -0.96
N -31.3575 16.5665 29.8888  -0.47
H -28.6948 17.3547 29.8122  0.38
H -29.3813 16.8590 28.1545  0.45
H -28.2063 15.9128 28.9915  0.41
H -30.4632 14.9096 29.1373  0.16
H -29.7660 15.8364 31.8680  0.41
H -29.0372 14.4119 31.1087  0.55
H -29.8221 13.1883 32.8592  0.47
H -31.4003 12.8314 32.9881  0.02
H -30.9406 14.4551 33.5892  0.39
H -31.1235 17.4224 30.3899  0.23
H -31.4914 16.9408 28.9520  0.33
C -36.6592 9.3952 32.8049  -0.49
O -35.6944 8.5494 32.1639  -0.57
H -36.4953 10.4683 32.7651  0.13
H -37.6272 9.2277 32.3249  0.33
H -36.8684 9.0081 33.8029  0.26
H -36.1631 7.8613 31.6861  0.34
C -35.3548 13.4988 35.4149  -0.79
O -34.0793 13.7841 34.9163  -0.64
H -35.4483 12.4972 35.8425  0.35
H -35.4859 14.0918 36.3233  0.32
H -36.1501 13.7821 34.7220  0.28
H -33.7992 13.2729 34.1651  0.14

Properties
Net charge: +2
E_HOMO, eV: -13.55
Gap between HOMO and LUMO, eV: 3.34
DFT total energy, eV: -45063.2159